# 1
This record from the OMol25 dataset describes C22H23N3O5 in the gas phase at a distorted geometry. The level of theory is wB97M-V/def2-TZVPD.

largest force on an atom	1.036	eV Å⁻¹
LUMO energy	0.008	Ha
E_HOMO	-8.4433	eV
SMILES	COc1ccccc1/C=C/C(=O)NCC(=O)N/N=C(\CCC(=O)O)c1ccccc1

Structure (XYZ):
```
53
Properties=species:S:1:pos:R:3:mulliken_charge:R:1
C -6.650 -0.696 -0.746 -1.026
O -5.337 -0.458 -0.300 -0.359
C -4.972 0.803 0.049 0.711
C -5.829 1.896 -0.038 -0.663
C -5.416 3.158 0.353 -0.600
C -4.139 3.350 0.849 -0.775
C -3.284 2.272 0.945 -0.610
C -3.661 0.989 0.545 0.544
C -2.677 -0.068 0.676 -0.171
C -2.691 -1.277 0.103 -0.039
C -1.591 -2.239 0.233 0.519
O -1.258 -2.984 -0.691 -0.820
N -0.979 -2.294 1.434 -0.099
C 0.191 -3.102 1.696 -0.860
C 1.384 -2.161 1.913 0.550
O 1.637 -1.682 2.990 -0.605
N 2.057 -1.874 0.762 0.020
N 2.993 -0.910 0.778 -0.594
C 3.598 -0.483 -0.258 0.764
C 3.396 -0.988 -1.670 -1.633
C 2.210 -0.289 -2.363 -0.226
C 0.894 -0.814 -1.827 0.129
O 0.103 -0.168 -1.188 -0.564
O 0.737 -2.101 -2.117 -0.518
C 4.559 0.602 -0.019 1.018
C 5.013 0.834 1.282 -0.453
C 5.912 1.847 1.546 -0.644
C 6.376 2.653 0.518 -0.366
C 5.925 2.440 -0.774 -0.877
C 5.027 1.424 -1.044 -0.396
H -6.867 -0.155 -1.672 0.396
H -7.390 -0.429 0.016 0.390
H -6.703 -1.767 -0.936 0.243
H -6.831 1.773 -0.416 0.388
H -6.101 3.988 0.270 0.379
H -3.815 4.332 1.159 0.386
H -2.283 2.417 1.325 0.381
H -1.813 0.220 1.264 0.261
H -3.464 -1.568 -0.589 0.428
H -1.254 -1.648 2.157 0.192
H 0.036 -3.686 2.608 0.376
H 0.330 -3.771 0.843 0.388
H 1.784 -2.339 -0.103 0.261
H 4.305 -0.814 -2.244 0.462
H 3.218 -2.067 -1.667 0.559
H 2.250 0.788 -2.203 0.357
H 2.243 -0.505 -3.433 0.415
H -0.104 -2.473 -1.724 0.533
H 4.640 0.203 2.073 0.466
H 6.256 2.011 2.556 0.377
H 7.081 3.445 0.722 0.383
H 6.274 3.071 -1.578 0.375
H 4.683 1.295 -2.059 0.244
```

---

# 2
This record from the OMol25 dataset describes a molecular structure, C22H24AuN4O3S at a distorted geometry. The level of theory is wB97M-V/def2-TZVPD.

total charge	+1
largest force on an atom	4.599	eV Å⁻¹
LUMO energy (alpha / beta)	-0.118 / -0.119	Ha
E_HOMO (alpha / beta)	-8.8278 / -8.8239	eV

Structure (XYZ):
```
55
Properties=species:S:1:pos:R:3:mulliken_charge:R:1
C 1.567 4.290 -3.131 -1.124
C 2.234 3.940 -4.282 1.057
H 1.995 4.973 -2.398 0.330
H 0.482 4.160 -3.105 0.405
C 1.963 2.640 -4.848 0.826
C 1.319 1.724 -4.061 -1.288
H 1.450 1.804 -2.992 0.380
H 0.894 0.820 -4.493 0.223
C 3.141 4.888 -5.022 -1.479
H 3.278 5.808 -4.447 0.376
H 2.710 5.168 -5.994 0.317
H 4.132 4.463 -5.230 0.338
C 2.412 2.322 -6.254 -1.353
H 3.502 2.400 -6.377 0.324
H 1.958 3.003 -6.987 0.313
H 2.115 1.299 -6.510 0.368
Au -0.243 -1.224 1.863 0.930
O 0.307 0.036 0.214 -0.784
C -0.485 0.561 -0.634 0.646
O -1.555 -2.017 0.396 -0.717
C -2.150 -1.230 -0.402 0.517
O -3.305 -1.582 -0.894 -0.325
N -1.733 -0.009 -0.856 0.205
C -3.835 -0.458 -1.688 -0.390
C -2.697 0.505 -1.845 -0.604
H -4.648 0.004 -1.113 0.250
H -4.190 -0.858 -2.644 0.326
H -2.963 1.536 -1.609 0.400
H -2.269 0.463 -2.853 0.322
C -0.097 1.733 -1.360 -0.292
C 0.919 2.522 -0.914 -0.500
H -0.707 1.986 -2.231 0.323
H 1.598 2.130 -0.153 0.230
H 1.039 3.545 -1.243 0.256
N 0.102 -3.190 5.551 -0.039
C -0.945 -4.021 5.137 0.516
C -1.554 -5.107 5.740 -0.976
C -2.607 -5.726 5.049 -0.442
C -3.019 -5.253 3.790 -0.528
C -2.380 -4.167 3.177 -0.617
C -1.332 -3.564 3.874 0.439
N -0.504 -2.482 3.551 -0.421
C 0.345 -2.271 4.575 0.604
C 1.264 -1.177 4.480 -0.194
C 2.206 -0.646 5.333 -0.176
S 2.933 0.764 4.600 -0.106
C 1.974 0.584 3.203 0.037
N 1.155 -0.482 3.279 -0.367
H 0.614 -3.248 6.424 0.231
H -1.205 -5.445 6.711 0.379
H -3.122 -6.586 5.484 0.373
H -3.850 -5.747 3.286 0.398
H -2.648 -3.768 2.199 0.446
H 2.438 -1.055 6.310 0.381
H 2.000 1.241 2.343 0.256
```

---

# 3
This record from the OMol25 dataset describes a molecular structure, C22H24Br2IrN2O2Si. The level of theory is wB97M-V/def2-TZVPD.

total charge	+2
largest force on an atom	0.697	eV Å⁻¹
LUMO energy (alpha / beta)	-0.255 / -0.298	Ha
E_HOMO (alpha / beta)	-14.2099 / -14.2136	eV
multiplicity	2

Structure (XYZ):
```
54
Properties=species:S:1:pos:R:3:mulliken_charge:R:1
Ir -0.883 0.983 0.048 1.264
C 0.207 -0.712 5.300 -1.579
C -0.682 -0.031 4.303 0.302
C -1.931 0.476 4.658 -0.267
C -2.758 1.080 3.718 -0.676
C -2.269 1.150 2.441 0.432
Br -3.168 1.904 0.930 -0.083
N -1.078 0.685 2.065 -0.226
C -0.291 0.098 2.977 -0.143
H 0.133 -0.234 6.275 0.424
H 1.249 -0.692 4.984 0.397
H -0.091 -1.755 5.418 0.340
H -2.267 0.399 5.684 0.495
H -3.730 1.475 3.974 0.487
H 0.664 -0.264 2.619 0.568
C 3.021 2.207 -1.590 -1.069
Si 1.883 2.067 -0.141 -0.077
C 0.402 3.217 -0.234 -1.179
C 2.637 2.305 1.542 -0.912
N 1.015 0.466 -0.117 0.022
C 1.569 -0.751 -0.052 0.931
C 2.991 -0.886 0.066 -0.237
C 3.578 -2.120 0.123 -1.023
C 2.793 -3.279 0.064 -0.413
C 1.402 -3.176 -0.045 -0.943
C 0.792 -1.950 -0.096 -0.092
H 3.238 3.264 -1.766 0.413
H 2.553 1.813 -2.494 0.384
H 3.973 1.700 -1.444 0.367
H 0.804 4.234 -0.190 0.570
H -0.285 3.180 0.640 0.339
H -0.178 3.141 -1.151 0.342
H 2.878 3.360 1.690 0.445
H 3.557 1.741 1.703 0.380
H 1.930 2.027 2.328 0.296
H 3.610 -0.001 0.114 0.268
H 4.653 -2.199 0.214 0.447
H 3.263 -4.252 0.102 0.440
H 0.798 -4.072 -0.097 0.458
H -0.282 -1.893 -0.190 0.557
Br -2.955 -3.131 -1.698 -0.128
C -2.821 -2.006 -3.205 0.121
C -3.307 -2.505 -4.400 -0.549
C -3.230 -1.743 -5.557 -0.511
C -2.662 -0.476 -5.541 -0.729
C -2.172 0.027 -4.355 -0.484
C -2.248 -0.724 -3.172 0.186
C -1.710 -0.088 -1.990 1.171
O -1.072 1.019 -2.004 -0.702
O -1.824 -0.557 -0.779 -0.568
H -3.746 -3.492 -4.425 0.453
H -3.619 -2.150 -6.481 0.413
H -2.604 0.111 -6.447 0.428
H -1.728 1.012 -4.320 0.451
```

---

# 4
This record from the OMol25 dataset describes a molecular structure, C22H24Cl2N5O8Rh. The level of theory is wB97M-V/def2-TZVPD.

largest force on an atom	0.549	eV Å⁻¹
LUMO energy (alpha / beta)	-0.023 / -0.044	Ha
E_HOMO (alpha / beta)	-7.6492 / -7.7430	eV
multiplicity	5

Structure (XYZ):
```
62
Properties=species:S:1:pos:R:3:mulliken_charge:R:1
Rh -0.599 -0.071 0.031 0.642
O -4.661 -1.701 -0.009 -0.456
C -3.487 -1.583 -0.163 0.532
O -2.638 -0.814 -0.602 -0.549
C -2.637 -3.151 0.443 0.660
O -2.987 -4.113 -0.184 -0.582
O -1.863 -2.831 1.335 -0.716
N 1.107 -1.593 0.544 -0.286
C 1.729 -1.034 1.758 0.372
C 2.644 -2.001 2.507 -0.845
C 1.996 -2.943 3.519 -1.228
C 0.903 -3.841 2.974 -0.257
N 1.474 -4.784 2.000 -0.113
C 0.774 -5.499 1.130 0.755
N -0.512 -5.242 0.937 -0.195
N 1.376 -6.479 0.437 -0.400
C 0.701 -0.313 2.660 0.626
O 0.915 -0.252 3.862 -0.735
O -0.282 0.257 2.056 -0.655
H 0.890 -2.579 0.604 -0.089
H 1.690 -1.418 -0.265 0.332
H 2.352 -0.214 1.396 0.261
H 3.375 -1.408 3.058 0.419
H 3.211 -2.568 1.759 0.388
H 1.559 -2.342 4.314 0.490
H 2.772 -3.569 3.976 0.441
H 0.121 -3.251 2.495 0.033
H 0.439 -4.411 3.782 0.316
H 2.440 -5.035 2.142 0.248
H -0.930 -4.379 1.292 0.189
H -1.060 -5.746 0.260 0.213
H 2.332 -6.729 0.612 0.185
H 0.884 -6.972 -0.286 0.206
Cl -1.625 2.518 -0.024 -0.079
C -2.335 2.739 -1.609 1.175
C -3.436 1.950 -1.892 -1.067
C -4.047 2.009 -3.130 -0.577
C -3.533 2.865 -4.089 -0.676
C -2.440 3.650 -3.788 0.599
Cl -1.839 4.719 -5.033 -0.290
C -1.798 3.644 -2.535 -0.328
N -0.787 4.552 -2.314 0.089
C 0.257 4.568 -1.341 -0.256
C 0.241 5.596 -0.403 -0.620
C 1.246 5.710 0.539 -0.521
C 2.281 4.784 0.547 -0.737
C 2.306 3.773 -0.397 -0.606
C 1.309 3.653 -1.362 0.925
C 1.370 2.516 -2.353 -1.008
C 0.866 1.247 -1.687 1.097
O -0.157 0.658 -2.115 -0.719
O 1.449 0.871 -0.630 -0.548
H -3.800 1.281 -1.127 0.502
H -4.906 1.390 -3.345 0.410
H -3.968 2.930 -5.076 0.418
H -0.668 5.211 -3.066 0.177
H -0.586 6.295 -0.422 0.479
H 1.218 6.509 1.269 0.386
H 3.066 4.849 1.289 0.387
H 3.105 3.044 -0.389 0.382
H 2.409 2.358 -2.650 0.465
H 0.774 2.720 -3.240 0.341
```

---

# 5
This record from the OMol25 dataset describes a molecular structure, C22H24Cl2NOPV. The level of theory is wB97M-V/def2-TZVPD.

total charge	+2
largest force on an atom	0.566	eV Å⁻¹
LUMO energy (alpha / beta)	-0.221 / -0.216	Ha
E_HOMO (alpha / beta)	-14.5895 / -14.5016	eV
multiplicity	4

Structure (XYZ):
```
52
Properties=species:S:1:pos:R:3:mulliken_charge:R:1
V 1.898 1.149 0.145 0.350
N 0.575 2.833 0.678 -0.176
C -0.695 2.477 1.341 0.069
C -1.422 3.466 1.986 -0.708
C -2.633 3.153 2.581 -0.623
C -3.130 1.855 2.518 -0.843
C -2.404 0.872 1.871 -0.033
C -1.170 1.168 1.288 -0.299
P -0.208 -0.091 0.416 1.959
C -1.244 -0.645 -0.957 0.586
C -1.389 0.229 -2.037 -0.509
C -2.218 -0.102 -3.095 -0.733
C -2.896 -1.316 -3.088 -0.590
C -2.756 -2.186 -2.017 -0.671
C -1.935 -1.852 -0.946 -0.337
C 0.050 -1.494 1.530 0.705
C 0.582 -2.664 0.974 -0.700
C 0.904 -3.740 1.787 -0.704
C 0.712 -3.652 3.163 -0.630
C 0.194 -2.492 3.719 -0.711
C -0.139 -1.413 2.907 -0.729
H 1.032 3.544 1.248 0.360
H 0.354 3.315 -0.194 0.314
H -1.048 4.483 2.020 0.459
H -3.197 3.926 3.086 0.441
H -4.084 1.617 2.969 0.446
H -2.794 -0.138 1.812 0.515
H -0.872 1.184 -2.041 0.351
H -2.343 0.583 -3.923 0.469
H -3.541 -1.578 -3.916 0.424
H -3.293 -3.125 -2.007 0.462
H -1.847 -2.533 -0.109 0.434
H 0.729 -2.745 -0.098 0.418
H 1.296 -4.648 1.349 0.449
H 0.957 -4.494 3.797 0.433
H 0.037 -2.425 4.788 0.474
H -0.545 -0.514 3.355 0.432
Cl 2.712 0.720 2.498 -0.062
C 3.409 -0.826 1.926 0.219
Cl 3.617 -0.712 0.148 -0.106
H 2.699 -1.619 2.135 -0.083
H 4.383 -0.956 2.378 0.446
C 2.511 2.285 -4.078 -1.328
C 2.100 1.323 -3.024 0.794
C 1.832 -0.092 -3.399 -0.812
O 2.007 1.698 -1.846 -0.527
H 1.814 2.246 -4.916 0.404
H 3.480 1.967 -4.475 0.369
H 2.591 3.294 -3.687 0.328
H 2.753 -0.528 -3.796 0.442
H 1.104 -0.132 -4.210 0.391
H 1.471 -0.673 -2.552 -0.028
```